1.
A cluster of 12 separate species, C20H36F4N8O28 in total. Source: OMol25; level of theory: wB97M-V/def2-TZVPD.

Summary:
* ΔE to the lowest compared entry with this formula, charge and spin: 435.6 kJ/mol
* net charge: 0
* gap between HOMO and LUMO: 10.662 eV
* SMILES string: O=C1OC[C@@H](F)O1.O=C1OC[C@@H](F)O1.O=C1OC[C@@H](F)O1.O=C1OC[C@@H](F)O1.C[N+](=O)[O-].C[N+](=O)[O-].C[N+](=O)[O-].C[N+](=O)[O-].C[N+](=O)[O-].C[N+](=O)[O-].C[N+](=O)[O-].C[N+](=O)[O-]

Geometry (Å):
H (-18.148, -23.969, 15.722)
H (-12.155, -23.669, 10.946)
C (-21.660, -21.146, 9.747)
C (-17.734, -23.054, 15.299)
H (-18.347, -22.191, 15.560)
H (-14.541, -18.207, 6.169)
H (-20.891, -14.739, 13.362)
H (-11.410, -23.027, 7.504)
F (-23.547, -23.761, 10.014)
N (-17.148, -26.119, 10.999)
H (-12.135, -14.432, 11.137)
H (-13.091, -19.467, 16.546)
C (-14.345, -18.388, 5.112)
C (-12.256, -18.768, 16.512)
N (-16.820, -20.216, 10.109)
O (-16.020, -22.910, 16.834)
C (-19.589, -14.382, 4.159)
H (-20.799, -23.978, 8.848)
H (-17.618, -21.394, 4.803)
C (-16.479, -25.674, 9.670)
O (-22.844, -21.694, 9.552)
H (-12.224, -18.222, 5.614)
O (-21.452, -19.945, 9.903)
H (-15.924, -26.530, 9.285)
H (-13.812, -14.074, 10.837)
H (-18.355, -19.794, 4.576)
C (-21.247, -23.360, 9.625)
N (-12.620, -22.879, 5.716)
C (-16.870, -18.890, 10.878)
O (-18.383, -26.282, 10.908)
N (-18.590, -20.978, 2.975)
N (-12.254, -25.584, 11.937)
H (-20.335, -15.973, 12.221)
C (-12.267, -24.099, 11.941)
H (-17.741, -22.954, 14.214)
O (-19.017, -14.810, 5.435)
H (-11.302, -19.235, 16.266)
H (-12.115, -18.214, 17.440)
H (-11.473, -23.662, 12.547)
O (-19.604, -20.618, 2.338)
O (-13.003, -18.234, 14.456)
C (-18.895, -14.492, 12.463)
F (-12.620, -18.614, 3.694)
H (-22.856, -23.374, 8.195)
O (-15.176, -17.544, 4.433)
O (-17.562, -21.376, 2.401)
O (-12.172, -26.123, 10.823)
O (-15.607, -22.060, 14.918)
H (-11.216, -21.543, 6.640)
O (-16.765, -21.240, 10.784)
C (-12.923, -17.962, 4.820)
O (-20.233, -16.438, 4.890)
H (-16.869, -18.028, 10.211)
N (-12.420, -17.778, 15.418)
O (-12.022, -16.670, 15.610)
F (-20.558, -13.575, 4.499)
H (-15.739, -24.933, 9.972)
O (-13.537, -15.171, 8.472)
H (-21.034, -15.534, 3.145)
O (-16.676, -20.255, 8.912)
H (-13.187, -15.830, 10.976)
O (-17.430, -16.172, 15.044)
C (-19.370, -16.023, 5.786)
H (-19.463, -21.174, 4.952)
H (-13.278, -23.823, 12.240)
O (-11.558, -14.441, 9.049)
C (-20.107, -15.713, 3.689)
N (-16.313, -22.664, 15.731)
H (-21.023, -23.767, 10.611)
H (-17.191, -25.069, 9.110)
H (-17.734, -19.010, 11.532)
C (-13.029, -14.805, 10.639)
O (-18.987, -16.649, 6.792)
O (-19.411, -16.083, 14.038)
C (-20.021, -15.298, 13.017)
O (-13.856, -22.797, 5.622)
C (-18.522, -20.868, 4.494)
O (-11.866, -23.293, 4.876)
O (-20.657, -22.087, 9.595)
H (-18.849, -13.893, 3.525)
C (-18.148, -15.739, 14.183)
H (-12.746, -21.828, 7.512)
H (-15.956, -18.884, 11.473)
C (-14.461, -16.390, 4.229)
F (-18.992, -13.231, 12.765)
H (-18.797, -14.517, 11.378)
O (-16.486, -26.085, 12.053)
O (-17.759, -14.974, 13.126)
O (-13.168, -16.661, 4.412)
C (-11.959, -22.291, 6.917)
N (-12.671, -14.850, 9.275)
H (-19.416, -16.279, 3.064)
O (-12.346, -26.199, 13.018)
H (-14.740, -19.391, 4.948)
C (-22.667, -23.077, 9.227)
O (-14.942, -15.301, 3.947)

Atomic forces in eV per Å
0.674 0.122 0.005
0.151 -0.742 -0.160
2.403 3.359 -0.414
0.234 1.508 -1.073
0.034 -0.075 0.631
0.128 -0.024 0.484
0.340 0.123 0.230
-0.341 -0.354 -0.320
-0.078 -0.108 -0.179
-0.967 1.506 0.361
-0.205 -0.153 0.196
0.237 0.185 -0.228
-0.809 -1.585 3.061
0.834 0.234 0.601
1.212 -0.906 0.451
1.009 -0.756 3.129
1.822 -2.181 1.385
0.262 -0.059 0.223
-0.400 -0.113 0.003
0.676 0.543 1.899
-0.740 -1.091 -0.764
0.293 1.029 -0.159
-0.544 -3.370 -0.063
-0.633 0.113 -0.481
-0.349 -0.577 -0.285
-0.175 -0.002 0.576
0.986 -0.488 -0.473
-0.850 0.919 -0.046
0.052 -0.904 -0.197
2.342 -0.202 0.607
0.099 -0.471 -2.361
0.332 -1.831 0.027
-0.304 -0.184 0.182
-0.483 0.785 -0.254
0.171 -0.796 0.014
2.046 2.376 -0.368
-0.185 -0.396 0.140
-0.181 -0.104 -0.098
-0.343 -0.475 0.430
1.676 -0.604 1.997
0.167 0.782 -0.907
0.669 -1.045 -0.760
1.781 -1.166 -1.511
-0.365 0.741 -0.093
-0.371 2.546 -1.434
-1.597 0.613 1.304
-0.175 0.611 1.618
-0.794 -0.596 0.467
-0.255 -0.099 -0.515
-0.521 0.888 0.318
-2.965 -1.271 -0.857
-1.809 -2.267 -0.586
-0.370 -0.398 -0.107
-1.310 -1.890 0.982
0.409 1.183 -0.558
-1.738 1.690 -0.014
0.195 -0.237 0.252
0.800 -0.207 -0.084
-0.241 -0.526 0.375
-0.345 0.974 -0.408
-0.614 0.248 0.108
-0.573 0.860 -1.014
1.051 -1.723 3.170
0.236 0.017 -0.203
0.234 0.090 0.580
0.624 -0.294 -1.360
0.076 0.148 -0.834
-1.273 0.597 -3.209
-0.763 -0.397 -0.024
-0.212 -1.086 -0.324
0.085 0.388 -0.127
0.492 -0.011 2.852
-1.304 2.062 -3.206
-1.579 0.217 0.489
-0.544 -1.350 -0.797
1.807 -0.322 0.285
0.175 0.626 -1.262
-0.153 -0.507 -0.376
-0.393 1.786 0.268
0.083 0.021 0.325
1.766 -1.288 0.789
0.140 -0.133 0.000
-0.128 -0.111 0.037
-2.553 1.949 -0.606
-0.547 3.368 0.851
0.305 -0.550 -0.009
-1.389 -0.532 -2.314
0.462 -0.186 -0.022
1.906 1.781 0.910
-0.361 0.504 0.979
-0.751 0.933 -1.395
0.106 0.351 -0.222
0.213 1.580 -2.214
1.039 -0.286 -0.399
-0.708 -0.379 1.566
1.451 -2.949 0.517

---

2.
A structure of composition C20H36IO11PSb. Source: OMol25; level of theory: wB97M-V/def2-TZVPD.

Summary:
* net charge: -1
* gap between HOMO and LUMO: 5.688 eV

Geometry (Å):
Sb (2.589, 1.638, 0.050)
C (-4.918, -3.448, 0.298)
H (-0.270, -1.875, -3.571)
C (-3.634, -3.207, -0.479)
O (-1.497, 0.589, -4.093)
O (-1.955, 2.736, 2.009)
C (-0.973, 4.494, 3.235)
C (-2.451, 4.802, 3.021)
H (2.194, 1.661, 1.742)
C (-0.921, -1.340, -2.883)
O (5.672, 2.986, 0.286)
C (2.545, 3.217, 5.365)
H (-5.410, -4.344, -0.071)
C (-2.042, -0.664, -3.654)
O (0.103, 2.004, -3.457)
H (-6.291, -2.221, -0.822)
H (5.175, 1.206, 5.071)
H (-4.822, -0.311, -0.751)
H (-2.571, 4.347, 0.888)
H (2.432, -6.204, -5.397)
O (-2.822, -4.004, -0.840)
C (-0.414, -4.472, -5.387)
H (-0.607, 0.163, -1.320)
C (-2.794, 3.882, 1.852)
H (2.601, -0.156, 0.029)
H (2.684, 1.592, 3.926)
C (-5.698, -2.154, 0.091)
C (-4.569, -1.143, -0.098)
O (-1.456, -4.005, -5.743)
H (5.220, 3.271, 6.357)
H (-4.645, -3.608, 1.343)
H (0.981, -6.839, -4.613)
H (1.056, -4.799, -6.883)
C (-0.444, 0.956, -3.294)
H (0.875, -0.310, -2.131)
H (-2.905, -0.457, -3.014)
H (1.537, -5.121, -3.015)
O (0.037, 2.289, 2.937)
H (2.776, 3.427, 0.085)
H (-2.369, -1.225, -4.528)
C (4.397, 2.586, 6.579)
H (-0.620, 4.564, 4.259)
C (-0.849, 3.058, 2.752)
H (4.535, 2.181, 7.580)
O (3.174, 3.337, 6.575)
H (-6.361, -1.891, 0.913)
H (5.194, 3.256, -0.519)
H (3.913, 2.836, 3.771)
O (1.551, 3.838, 5.135)
C (3.331, 2.257, 4.491)
P (5.133, 1.538, 0.874)
H (3.709, 0.663, 5.894)
H (-3.025, 4.508, 3.902)
H (-2.666, 5.848, 2.808)
H (-0.328, 5.110, 2.605)
O (-3.507, -1.879, -0.720)
H (2.176, -4.048, -4.275)
H (-0.066, -6.151, -6.683)
C (0.515, -5.402, -6.151)
H (-4.201, -0.750, 0.852)
O (0.126, -4.203, -4.179)
H (-3.828, 3.540, 1.848)
H (3.128, 1.641, -1.652)
C (1.422, -4.806, -4.049)
I (6.056, -0.105, -0.770)
C (-0.190, -0.145, -2.280)
H (0.910, 1.730, -0.392)
C (4.228, 1.535, 5.492)
C (1.429, -5.950, -5.060)
H (-1.289, -2.050, -2.145)

Atomic forces in eV per Å
-0.408 -0.216 -0.364
0.004 0.025 -0.088
-0.012 0.004 -0.020
-0.037 0.049 0.104
0.030 0.037 0.012
-0.006 -0.065 0.062
-0.158 -0.111 -0.057
0.026 -0.021 0.043
0.106 -0.083 0.147
0.046 0.040 0.135
0.074 0.111 -0.345
0.140 0.042 0.013
0.015 -0.019 0.039
-0.032 -0.082 0.040
0.074 -0.015 0.051
-0.012 0.016 0.008
-0.003 0.024 -0.026
0.003 -0.008 -0.004
0.001 0.015 0.008
0.004 0.032 -0.016
-0.028 -0.036 -0.019
0.102 0.020 -0.024
-0.014 0.058 -0.016
-0.023 0.043 -0.028
-0.008 0.120 0.027
-0.138 0.202 -0.074
0.019 -0.020 -0.040
-0.007 0.035 0.043
-0.015 -0.043 -0.023
0.010 -0.014 -0.003
-0.006 -0.004 0.004
0.023 -0.006 0.007
0.001 -0.005 -0.008
-0.174 -0.038 -0.043
0.020 0.175 0.026
-0.003 -0.033 0.005
-0.011 -0.002 -0.004
-0.180 -0.266 0.095
0.113 -0.031 0.009
0.012 0.039 -0.023
0.036 0.018 -0.011
0.068 0.019 -0.029
0.132 0.226 -0.064
-0.012 -0.004 -0.003
-0.036 -0.010 -0.004
0.026 -0.006 0.024
-0.012 -0.045 0.290
-0.053 0.038 -0.025
0.006 0.019 0.025
-0.016 -0.132 0.159
0.075 0.066 0.200
0.016 -0.004 0.009
-0.009 0.014 -0.004
0.018 0.002 -0.029
0.037 -0.017 0.016
0.060 -0.020 -0.059
0.011 -0.013 -0.004
0.011 0.023 -0.035
-0.045 -0.017 0.075
-0.014 0.005 0.003
-0.070 -0.009 0.008
0.001 0.010 0.001
0.105 -0.008 0.138
0.041 -0.008 -0.002
0.033 -0.050 -0.089
0.067 -0.116 -0.187
0.038 0.095 -0.011
0.009 -0.028 -0.028
-0.049 -0.005 0.012
-0.019 -0.016 -0.025

---

3.
A structure of composition C20H36MoNOP2. Source: OMol25; level of theory: wB97M-V/def2-TZVPD.

Summary:
* ΔE to the lowest compared entry with this formula, charge and spin: 226.2 kJ/mol
* 2S+1: 4
* net charge: +2
* gap between HOMO and LUMO (alpha / beta): 4.881 / 4.213 eV

Geometry (Å):
H (-0.693, 2.993, 0.179)
C (0.078, -0.329, -4.364)
H (-0.797, -0.769, 8.368)
C (0.683, 0.481, 7.401)
C (2.294, 1.165, 1.479)
H (-0.710, -2.195, -5.170)
H (-1.747, -4.521, -2.308)
C (-0.766, 0.937, -0.502)
H (0.974, 3.147, -3.241)
C (0.942, 1.094, 2.110)
H (-1.929, -4.110, -4.113)
H (-1.878, -1.311, -4.173)
O (0.119, 2.747, 4.706)
C (-1.583, 0.261, 6.635)
H (1.512, 0.235, 8.066)
H (1.021, 0.656, 3.109)
H (-0.675, -0.042, -0.020)
H (1.623, -3.468, -4.041)
H (1.981, -2.047, -3.043)
C (-1.729, 1.744, -3.466)
H (1.769, -3.608, -2.270)
H (2.144, 2.548, -0.163)
H (-0.490, -5.026, -3.533)
H (-2.469, 0.943, -3.554)
H (-1.721, 0.858, -1.043)
C (-0.590, -0.074, 7.551)
H (-1.993, 2.446, -2.666)
C (2.404, 1.479, -0.037)
H (2.108, -0.138, -1.562)
C (-0.618, -2.691, 0.630)
H (2.817, 1.989, 2.005)
C (-1.317, 1.165, 5.623)
P (-0.395, -2.648, -2.833)
H (0.163, -3.475, 0.771)
C (1.408, -2.974, -3.083)
H (2.011, 1.939, -4.050)
C (0.926, 1.383, 6.387)
C (1.618, 0.702, -1.027)
Mo (-1.672, -3.095, -1.143)
P (-0.123, 0.981, -3.151)
C (0.403, 1.181, -1.437)
H (-2.053, 1.464, 4.878)
H (1.896, 1.853, 6.214)
C (-0.815, -1.576, -4.266)
H (0.575, 2.585, -4.909)
H (-0.752, 2.131, 2.721)
C (-0.948, 2.005, 0.587)
H (1.138, -0.606, -4.338)
H (-2.247, -1.601, -1.433)
C (-1.210, -4.238, -3.290)
N (-0.093, 1.785, 5.559)
H (-2.011, 2.056, 0.893)
H (-1.259, -2.647, 1.542)
C (0.972, 2.280, -3.923)
C (-0.202, 1.738, 1.852)
H (2.854, 0.255, 1.743)
H (-0.078, -1.730, 0.514)
H (-1.663, 2.300, -4.414)
H (-2.587, -0.163, 6.681)
H (-0.094, 0.160, -5.341)
H (3.476, 1.398, -0.299)

Atomic forces in eV per Å
-0.219 -0.041 -0.058
-0.009 -0.970 -0.452
0.070 0.252 -0.306
-0.165 -0.126 -0.040
0.311 -0.845 -0.515
0.076 0.178 0.266
-0.132 -1.571 -1.975
-1.260 1.328 1.459
-0.027 -0.350 -0.335
-0.063 0.436 0.680
0.076 -0.182 0.453
0.232 -0.042 -0.080
-0.221 -0.859 0.507
0.098 -0.031 -0.082
-0.348 -0.015 -0.150
0.104 0.798 0.129
0.156 0.396 -0.147
-0.336 0.161 0.201
-0.044 -0.020 0.079
-0.233 -0.343 0.166
-0.014 -0.009 -0.067
-0.017 -0.580 -0.006
-0.258 0.079 0.289
-0.228 0.371 0.102
0.396 0.248 -0.248
0.083 -0.169 0.224
-0.005 -0.248 -0.162
0.515 0.418 1.286
0.194 1.002 -0.114
0.166 0.370 0.146
-0.224 -0.375 -0.219
0.558 0.275 0.260
2.901 0.103 -4.407
-0.463 0.199 -0.098
-0.107 -0.015 0.447
-0.314 0.012 0.145
-0.460 0.191 -0.146
0.373 0.738 -1.129
-1.465 -0.259 5.192
1.269 3.063 -1.268
-0.547 -3.596 -0.512
0.393 0.138 0.270
-0.535 -0.002 -0.018
-0.123 0.333 0.273
0.208 -0.183 0.463
0.108 -1.001 -0.050
-0.023 0.624 -0.242
-0.158 0.054 -0.190
-0.238 0.646 -0.254
-0.141 0.164 0.006
0.146 0.296 -0.477
0.479 -0.038 -0.361
0.376 0.037 -0.556
-0.184 -0.252 0.032
-0.389 -0.093 0.699
-0.039 0.185 -0.285
-0.224 -0.457 0.362
-0.022 -0.333 0.332
0.347 0.060 0.088
0.087 -0.080 0.420
-0.485 -0.071 -0.024

---

4.
A structure of composition C20H36N3O3Pt. Source: OMol25; level of theory: wB97M-V/def2-TZVPD.

Summary:
* ΔE to the lowest compared entry with this formula, charge and spin: 125.7 kJ/mol
* net charge: +1
* gap between HOMO and LUMO (alpha / beta): 6.856 / 6.827 eV

Geometry (Å):
H (2.661, -3.567, 2.974)
H (-4.695, 2.876, -1.307)
C (-1.164, -2.707, -0.758)
O (-0.810, -1.326, -0.556)
H (3.453, -2.053, 3.451)
C (2.768, -0.808, 0.931)
H (2.313, 1.585, -0.649)
H (-2.342, 2.095, 2.564)
C (-2.089, 4.699, -0.357)
H (-2.993, -3.836, -0.559)
H (-1.549, 0.795, 0.533)
H (0.004, 4.518, -0.018)
H (3.647, -1.216, -2.331)
C (-3.502, 3.402, 1.276)
C (2.912, -2.153, 1.385)
C (3.413, -1.467, -1.303)
H (-2.783, -2.580, 0.665)
N (-2.440, 1.281, 0.631)
C (2.673, -2.489, 2.825)
C (3.526, -2.782, -0.880)
Pt (0.552, -0.461, 0.424)
H (0.750, -3.494, -0.161)
H (1.722, -2.081, 3.172)
H (4.018, 1.461, -0.270)
C (-2.635, -2.819, -0.389)
H (-3.255, 3.174, -2.016)
H (-0.148, 2.498, 1.502)
H (-0.908, 3.954, 2.093)
C (3.207, 0.996, -0.835)
H (-2.057, 5.575, 0.297)
C (-0.980, 3.184, 1.321)
O (3.335, 0.693, 2.755)
N (-0.687, 2.789, -1.064)
H (-2.033, 5.086, -1.379)
H (-2.781, 1.627, -0.300)
C (2.538, 0.315, 1.940)
C (-0.932, -2.967, -2.240)
C (3.069, -0.447, -0.418)
C (3.285, -3.103, 0.470)
H (-3.234, -2.140, -0.998)
H (-4.211, 4.791, -0.196)
H (4.659, -3.519, -2.548)
H (-0.444, 3.189, -1.963)
H (-3.470, 4.195, 2.026)
H (-3.122, 0.616, 0.992)
H (0.093, 2.192, -0.805)
C (-2.317, 2.482, 1.545)
H (-1.181, -4.001, -2.487)
H (3.452, 1.062, -1.893)
C (-0.859, 3.844, -0.051)
H (-1.551, -2.307, -2.847)
H (-0.419, -3.365, 1.165)
C (-3.440, 4.018, -0.128)
C (3.893, -3.860, -1.852)
H (0.115, -2.793, -2.494)
H (4.253, -4.752, -1.344)
H (3.395, -4.132, 0.794)
H (3.018, -4.143, -2.444)
N (-3.700, 2.958, -1.133)
O (1.341, 0.795, 1.753)
H (-4.449, 2.875, 1.422)
H (-0.584, -4.649, -0.040)
C (-0.300, -3.605, 0.105)

Atomic forces in eV per Å
0.017 0.004 0.001
-0.006 -0.027 -0.007
-0.085 0.495 0.223
0.085 0.117 -0.359
0.011 0.007 -0.018
-0.966 0.631 0.006
-0.005 0.001 0.052
-0.044 0.013 0.002
-0.012 0.029 0.070
-0.029 0.017 0.003
-0.033 -0.079 -0.153
0.016 -0.020 0.010
-0.021 -0.001 -0.002
0.085 0.087 0.032
-0.109 -0.197 -0.081
0.050 -0.108 -0.028
0.027 -0.008 0.008
-0.130 0.036 0.301
-0.004 -0.003 0.022
-0.035 0.109 0.013
1.124 -1.063 -0.011
0.052 0.015 -0.027
0.000 0.023 -0.006
0.016 -0.027 -0.001
-0.046 -0.167 -0.042
-0.025 0.016 0.012
-0.019 0.003 -0.028
0.014 0.003 -0.006
0.146 0.017 -0.025
0.025 0.013 -0.019
-0.162 0.116 0.067
0.084 -0.160 -0.102
0.020 0.021 0.036
-0.018 -0.035 -0.008
0.035 0.103 -0.130
0.620 0.149 0.277
-0.032 -0.212 -0.018
-0.226 0.125 -0.017
-0.005 0.011 0.013
0.020 0.007 -0.011
0.016 0.017 0.032
-0.012 0.013 -0.008
-0.059 0.013 -0.015
-0.034 0.025 -0.028
0.001 -0.041 0.002
0.047 0.015 -0.019
0.052 -0.091 -0.107
0.013 0.013 -0.018
-0.026 -0.015 -0.005
0.052 -0.079 0.005
0.000 0.025 0.024
-0.016 0.025 -0.021
-0.014 -0.038 -0.086
0.025 -0.038 -0.008
-0.006 0.013 0.023
0.001 0.005 0.004
0.010 -0.001 -0.019
-0.007 0.005 0.013
0.018 -0.012 0.066
-0.391 0.262 0.082
0.003 -0.016 -0.028
0.034 0.007 0.014
-0.143 -0.167 0.051

---

Q: Which of these has the lowest net charge?
A: C20H36IO11PSb